{"formula": "C6H11N5", "method": "ωB97M-V with the def2-TZVPD basis set", "orbital_gap_ev": 9.2, "energy_ev": -13831.4844, "total_charge": 2, "fmax_ev_per_a": 5.303, "spin_multiplicity": 1, "homo_energy_ev": -17.38, "smiles": "C=c1c(=[NH2+])[nH]cn/[n+]1=C\\NC", "species": ["C", "C", "C", "N", "N", "C", "N", "N", "C", "N", "C", "H", "H", "H", "H", "H", "H", "H", "H", "H", "H", "H"], "positions_angstrom": [[1.073, 2.298, -0.058], [0.861, 1.014, -0.045], [2.327, -0.088, 0.054], [3.381, 0.412, 0.649], [2.201, -1.348, -0.284], [0.973, -1.844, -0.760], [-0.061, -1.129, -0.774], [-0.231, 0.100, -0.205], [-1.482, 0.323, 0.126], [-2.425, -0.522, -0.025], [-3.867, -0.379, 0.212], [0.352, 3.061, -0.255], [2.004, 2.653, 0.083], [3.335, 1.302, 1.059], [4.258, -0.113, 0.918], [3.116, -1.799, -0.308], [0.871, -2.805, -1.154], [-1.904, 1.314, 0.575], [-2.157, -1.302, -0.631], [-4.280, -0.551, -0.771], [-4.120, 0.606, 0.702], [-4.222, -1.201, 0.891]], "forces_ev_per_angstrom": [[-2.75, -0.80, -0.53], [3.16, -4.24, -0.20], [-2.93, 3.61, 1.72], [0.93, -2.15, -0.45], [0.89, 0.10, -0.38], [0.56, 2.33, 0.39], [-1.08, -0.97, -0.20], [2.48, 0.82, -0.35], [-3.53, 3.42, 1.99], [0.14, -1.22, -1.04], [-0.29, 0.05, 1.29], [-0.74, 0.18, 0.05], [3.13, 1.09, 0.43], [-0.11, 1.50, 0.37], [-1.39, 0.50, -0.65], [-0.61, -1.08, -0.21], [0.41, -1.49, -0.55], [1.79, -1.54, -0.65], [-0.15, -0.28, 0.51], [-0.71, 0.42, -0.04], [0.30, -1.02, -0.88], [0.51, 0.76, -0.62]], "mulliken_charge": [-1.08, 0.57, 0.57, -0.32, -0.11, -0.17, -0.65, 0.46, 0.28, -0.10, -0.68, 0.34, 0.26, 0.20, 0.28, 0.27, 0.47, 0.23, 0.26, 0.32, 0.33, 0.28]}

---

{"formula": "C3H40NO16S", "method": "ωB97M-V with the def2-TZVPD basis set", "orbital_gap_ev": 8.9, "energy_ev": -48845.5793, "total_charge": -1, "fmax_ev_per_a": 7.577, "spin_multiplicity": 1, "homo_energy_ev": -6.63, "species": ["C", "N", "C", "C", "S", "H", "H", "H", "H", "H", "H", "H", "H", "H", "H", "O", "H", "H", "O", "H", "H", "O", "H", "H", "O", "H", "H", "O", "H", "H", "O", "H", "H", "O", "H", "H", "O", "H", "H", "O", "H", "H", "O", "H", "H", "O", "H", "H", "O", "H", "H", "O", "H", "H", "O", "H", "H", "O", "H", "H", "O"], "positions_angstrom": [[-0.305, -0.707, -1.297], [-1.256, 0.476, -1.584], [-2.644, 0.089, -1.238], [-3.346, 1.303, -0.810], [-3.432, 2.562, -2.177], [-0.519, -1.127, -0.304], [0.618, -0.112, -0.916], [-0.143, -1.265, -2.121], [-1.001, 1.259, -0.900], [-2.996, -0.116, -2.298], [-2.592, -0.830, -0.592], [-2.919, 1.785, 0.076], [-4.367, 1.118, -0.381], [0.367, -0.843, 2.595], [1.006, 0.980, 3.186], [0.184, 0.970, 2.734], [-2.189, 2.503, 3.371], [-1.293, 1.316, 3.353], [-2.171, 1.614, 3.675], [-3.512, -1.118, 2.142], [-4.862, -1.120, 1.642], [-3.951, -1.298, 1.357], [-0.256, 3.856, -1.121], [0.586, 4.670, -0.190], [0.453, 4.545, -1.061], [0.061, 1.861, -3.307], [0.773, 3.180, -3.271], [-0.111, 2.785, -3.405], [-1.204, -4.460, 0.463], [-1.780, -5.011, -0.798], [-0.990, -4.907, -0.348], [-0.205, -1.484, 3.820], [-0.713, -2.712, 1.730], [0.235, -1.787, 2.977], [2.776, 2.662, -1.601], [1.726, 3.676, -1.653], [2.094, 3.031, -2.184], [3.802, -3.137, -1.611], [3.331, -3.321, -0.169], [3.826, -2.692, -0.746], [2.245, -3.727, 0.581], [1.472, -3.096, 1.591], [2.010, -3.841, 1.493], [2.987, -1.120, -1.541], [2.592, 0.065, -2.120], [3.327, -0.417, -2.010], [1.015, 1.237, 1.551], [1.368, 0.360, 0.312], [1.679, 1.199, 0.635], [-2.159, 3.043, -2.107], [-1.918, -2.524, 1.035], [-1.481, -3.175, 1.633], [-0.859, 3.835, 2.280], [-0.165, 2.551, 1.955], [-0.537, 3.362, 1.576], [4.283, 1.225, -0.799], [3.631, 1.706, 0.434], [4.427, 1.835, -0.157], [0.664, -4.320, -1.078], [0.988, -2.751, -1.285], [1.352, -3.641, -1.020]], "forces_ev_per_angstrom": [[0.43, 6.23, 4.30], [1.64, -0.46, 2.09], [1.41, -1.18, -2.78], [-1.82, 1.37, 1.49], [0.03, -0.18, 0.70], [-0.61, -1.00, -0.63], [-0.95, -1.29, -1.85], [0.40, -2.16, -2.41], [0.00, -1.53, -1.15], [-0.51, -0.66, 1.42], [-0.84, 1.15, -0.35], [0.60, -0.04, -0.21], [0.56, 0.01, -1.10], [-0.24, -1.15, 0.60], [1.00, 0.11, 1.23], [-0.30, -0.10, -1.34], [-0.33, 1.09, -0.36], [0.33, -0.27, 0.08], [-0.38, -0.94, 0.49], [1.92, 0.56, 2.38], [0.18, -0.17, -0.55], [-2.08, -0.36, -1.70], [0.97, 0.83, 0.05], [0.52, 0.56, 5.00], [-2.03, -0.83, -4.50], [-0.08, -0.96, 0.26], [-0.50, -0.42, -0.12], [-0.31, 1.33, -0.51], [-0.10, 0.79, 1.21], [-2.41, -0.39, -1.42], [2.52, -0.70, -0.12], [0.54, -0.88, -1.19], [3.95, 1.70, 1.60], [0.01, 2.55, 0.63], [0.12, -0.12, -0.31], [-1.72, 2.45, 1.83], [3.03, -2.79, -1.48], [0.00, 0.21, 0.41], [1.24, 1.00, -0.94], [-0.17, -1.02, 0.27], [-0.68, -0.65, -0.50], [-1.44, 1.84, 1.00], [1.50, -1.63, 0.70], [-0.25, -2.98, 2.05], [-4.05, 3.51, -1.12], [4.39, -0.06, -1.07], [1.16, -0.33, -1.84], [0.33, -0.46, -0.09], [-1.23, 0.69, 2.14], [-0.46, -0.42, -0.11], [-0.45, -0.94, 0.53], [-4.24, -0.99, -1.95], [-1.11, 1.80, 2.50], [0.09, -0.50, 0.30], [0.92, -1.00, -2.87], [-0.46, -3.21, -3.11], [0.90, 0.11, -0.76], [-0.60, 2.93, 3.76], [-0.59, 0.39, 0.25], [0.30, -1.83, 0.38], [-0.04, 1.41, -1.22]], "mulliken_charge": [-0.85, -0.16, -0.07, -0.59, -0.21, 0.43, -0.40, 0.70, 0.07, 0.23, 0.08, 0.20, 0.32, 0.52, 0.20, -1.25, 0.27, 0.40, -0.68, 0.31, 0.25, -0.55, 0.33, 0.30, -0.71, 0.29, 0.41, -0.63, 0.41, 0.25, -0.67, 0.28, 0.40, -0.71, 0.26, 0.46, -0.70, 0.31, 0.31, -0.74, 0.23, 0.43, -0.65, 0.39, 0.34, -0.63, 0.31, 0.19, -0.41, 0.06, 0.35, -0.74, 0.19, 0.44, -0.58, 0.34, 0.37, -0.71, 0.27, 0.24, -0.49]}